Entry 1:
C33H57ClCuN2O2Si as an isolated structure at a distorted geometry. Source: the OMol25 dataset; level of theory: wB97M-V/def2-TZVPD.

**HOMO energy (alpha / beta)**: -8.2 / -8.1 eV
**LUMO energy (alpha / beta)**: 0.57 / -1.55 eV
**Multiplicity**: 2

Geometry (Å):
C: -0.1334 -3.3018 -2.3812
C: 1.3796 -3.3737 3.9615
C: -3.1121 0.1708 -0.1725
H: 4.2172 0.9983 -0.9876
H: 3.8220 -2.8582 0.8773
H: -0.1408 -1.6025 -1.0576
C: 0.8207 0.8234 -1.2262
H: -0.0663 5.1686 0.7996
H: 0.4827 3.1645 -3.3108
H: -1.6749 -0.5966 -2.8466
H: 3.3424 3.9795 -0.7394
N: -1.6019 1.6580 1.7628
H: 2.3696 -3.6361 4.3389
Cu: 0.1176 0.9282 1.9928
H: -3.2259 -2.1663 3.5208
H: -0.8516 4.9355 -1.3471
C: -2.6230 2.0453 -1.7846
H: 0.5574 -4.0661 -2.7601
H: -3.1867 3.9046 2.2936
O: 1.7780 -2.0276 -1.6887
H: -1.0281 -3.8096 -1.9983
H: -2.9601 1.6753 4.8094
H: 2.4843 -0.8931 -0.0875
C: -0.2787 -1.6808 3.4796
C: 2.3868 3.4670 -0.5514
H: 2.7260 -0.9540 -3.7872
C: -0.7511 -4.0113 3.0146
C: 1.8837 -0.8398 -4.4782
C: -0.4610 4.2407 1.2307
C: -3.5571 2.8983 2.5425
H: -3.2055 1.5034 -2.5352
H: 2.4734 -1.4928 5.4422
H: 4.4753 1.8066 -2.5542
C: 1.8869 -1.0262 4.6381
H: 1.5903 4.2195 -0.6031
H: 0.9757 0.5073 -0.1883
C: -2.5184 1.5078 -0.5033
H: -1.7028 -1.5535 -4.3536
C: 0.4794 -2.4873 -1.2783
H: 2.8082 -3.9341 -0.1016
H: -2.1051 3.6705 -3.1086
H: -0.4390 -2.6477 -3.2025
C: -1.5235 0.1959 4.2965
C: -2.2957 1.3263 4.0237
H: -2.4792 0.0316 -4.3043
H: 0.3894 3.6721 1.6372
H: -2.1646 0.2283 6.3239
N: -0.6688 -0.3265 3.4254
C: -1.3068 3.9684 -1.1251
H: -3.0150 -3.1575 2.0744
C: -1.1764 -2.6863 3.0421
H: -4.1493 2.9612 3.4615
H: 0.8236 -1.9770 -5.9569
H: -3.7030 0.1945 0.7533
H: -1.4452 -4.7693 2.6475
H: 3.6834 0.2184 -2.4909
H: 2.5377 -2.4013 -5.7625
C: -1.1961 3.4733 0.1722
C: -1.7510 -0.4955 5.6153
H: 0.5561 -3.0800 -0.3551
O: 0.7606 -0.4672 -3.6617
H: 1.6409 2.1957 -4.2443
H: 1.3423 -0.1713 5.0542
C: -2.4298 1.9266 2.7696
H: 1.3622 -2.9130 -4.5216
H: -0.8213 -0.8983 6.0335
H: 3.6795 -1.6511 -1.1432
C: 2.8541 -2.9546 0.3774
H: -4.2168 2.5698 1.7244
Cl: 2.2413 0.9925 2.0337
C: -2.5762 -2.3315 2.6466
C: 0.5234 -4.3577 3.4633
H: -2.4697 -1.3215 5.5140
H: 0.8397 -5.4009 3.4502
H: 2.1177 -0.0108 -5.1670
C: 0.9794 -2.0394 4.0176
H: -2.3282 -0.5943 -0.0487
H: 2.5874 -0.6285 3.8916
C: -0.3360 0.1009 -4.3992
H: -2.6165 -1.4292 2.0227
C: -2.0081 3.2575 -2.1033
H: -0.1971 1.2301 -1.3189
H: 2.0829 -2.8662 1.1488
Si: 2.1348 2.0797 -1.7848
H: -0.1818 -0.0479 -5.4828
H: -0.3486 1.1864 -4.2013
H: 0.8949 -0.1101 -1.9068
C: -1.7731 2.2182 0.4698
H: -1.1138 4.5072 2.0744
H: 2.4181 3.0667 0.4729
C: 3.7796 1.1822 -1.9786
C: -1.6207 -0.5416 -3.9443
C: 2.7247 -1.8255 -0.6274
C: 1.6269 -2.1171 -5.2271
H: -3.7729 -0.1669 -0.9821
H: 2.1312 3.7734 -3.5888
C: 1.5396 2.8669 -3.3821

=====

Entry 2:
One molecule with the formula C6H12FNO at a distorted geometry. Source: the OMol25 dataset; level of theory: wB97M-V/def2-TZVPD.

**HOMO energy (alpha / beta)**: -7.3 / -8.3 eV
**Energy above the lowest of the compared OMol25 structures with the same formula, charge and spin**: 4.0713 eV
**LUMO energy (alpha / beta)**: 0.76 / 0.71 eV

Geometry (Å):
C: 1.1213 -1.2457 1.1281
H: 2.0431 -1.6834 1.3862
H: 2.0531 0.6256 1.5770
C: -2.3324 0.0156 -0.9972
H: -2.8644 -0.0479 -0.0330
H: 0.7937 -2.3037 -0.9132
H: -3.0908 -0.6510 -1.6697
C: 0.3567 1.1056 0.3795
C: 0.3655 -2.0925 0.1050
H: 2.0861 0.1895 -0.2650
H: -2.1551 0.9724 -1.3137
H: 0.5162 -1.1361 2.0036
H: -0.5760 2.6922 -0.6565
C: 1.4946 0.1986 0.6900
H: 0.7063 1.9184 -1.5710
N: -1.0356 -0.6733 -1.0306
H: 0.2610 -3.1129 0.4475
C: 0.3874 2.2279 -0.6155
F: -0.3391 1.4997 1.4719
O: -0.9829 -1.5941 0.0237
H: 1.1913 3.0950 -0.1472

=====

Entry 3:
A 10-piece molecular cluster, C72H154Br2N10 overall at a distorted geometry. Source: the OMol25 dataset; level of theory: wB97M-V/def2-TZVPD.

**HOMO energy**: -17.6 eV
**Total charge**: +6
**LUMO energy**: -10.68 eV

Geometry (Å):
C: 7.3124 -3.4022 0.8326
C: 2.8935 1.4276 8.1547
H: 6.8691 0.5553 2.5246
H: -2.4518 1.5831 -6.0900
H: -3.9025 2.7263 -6.1244
H: 4.8321 -0.7260 3.2538
H: 9.1336 -5.3379 1.3711
H: 2.3135 5.3453 -2.4886
H: -3.1713 -4.2744 -5.5592
H: -7.2016 -6.5855 -4.5842
H: -3.1494 -4.4254 -1.6872
H: 0.1794 4.5455 6.9309
H: 0.1011 0.4590 -6.5238
C: 7.9429 -1.1582 1.9641
C: -2.3572 -6.1828 -6.1986
C: -2.0529 -0.9926 1.5778
H: 2.5833 -0.3154 4.4551
C: -3.4184 -5.3359 -5.5761
H: 5.0275 -1.6122 -3.4844
C: -6.2183 -4.7764 -4.6594
H: 7.3913 -2.6083 -3.5952
H: 9.6308 -5.6873 -0.3029
C: 0.4436 0.0318 4.4327
Br: -2.7610 2.9434 2.0554
H: -7.9733 0.0379 0.6610
N: -6.7472 -1.6128 4.4167
H: 5.8390 -2.8443 -1.4295
H: 3.9106 3.5862 -2.2070
C: -4.0293 1.5843 -3.5280
C: 0.0202 1.8582 -8.9423
H: -2.8263 -1.1879 -2.6566
H: -2.0556 2.3400 10.8319
H: -1.8629 -5.6516 -7.0120
H: 0.1789 4.3433 -1.9336
H: -0.9504 6.0619 -0.8724
C: 3.9864 0.3980 7.9682
C: -3.8979 -5.7954 -4.1442
H: -0.2289 0.8383 -9.2354
H: -5.1195 1.7840 -0.7320
C: 3.8438 0.0609 -5.9159
H: -2.7227 -7.1692 -6.4842
N: -3.0770 2.3067 -4.2136
H: 3.4237 5.4674 5.2766
H: -2.0938 -0.2578 0.7737
C: 2.5258 5.5654 5.8868
H: -7.7947 1.6685 0.2356
C: -0.2884 3.4624 11.0195
C: -7.3807 -0.6831 5.2130
H: 2.5045 -0.2348 2.1742
N: 1.6812 1.0465 -5.3436
C: 3.9366 1.6220 -6.0461
H: 2.8166 1.6230 9.2243
C: 0.6292 1.4105 -6.4613
H: -0.2986 0.7676 0.2550
C: -2.6496 2.3540 -2.0299
C: 1.6727 -0.8102 4.1173
H: 1.4091 5.0500 9.5582
H: 3.0843 0.8876 -0.9820
H: 0.1974 -1.3756 -2.2614
H: 0.5111 1.8132 -3.7264
H: 4.4548 0.2988 6.9889
H: -4.2142 -5.3940 -6.3186
C: 8.8656 -5.2249 0.3207
C: -0.1562 -0.2470 -4.0050
H: -2.9572 -2.9746 2.1508
C: 2.3980 -0.2525 -5.8342
C: 2.7328 5.3402 7.3991
H: 2.0860 3.8089 4.6668
H: -4.0555 -3.1604 -3.5095
H: -5.9739 -1.3499 2.3272
H: -0.8364 2.4697 -8.6591
H: -6.8801 2.1913 2.5440
H: 2.0230 0.9317 7.7255
H: 1.6973 -1.7459 4.6758
H: 1.9763 -0.7548 -6.7048
N: 7.0050 -1.8938 0.9212
C: -0.5478 5.4144 -0.0935
H: 2.2565 3.0057 -5.8038
H: 7.4518 -3.6835 1.8764
H: 3.7629 5.3032 7.7537
H: 4.4706 -0.4002 -6.6791
C: -4.2167 -4.2743 -1.5253
C: 3.1818 2.9961 -1.6514
H: 0.4455 3.6604 11.8008
H: 5.0681 -0.8458 0.9364
C: -6.4515 -1.0009 3.2308
H: -8.9555 1.3644 1.4382
H: -4.6163 -3.5833 -0.7830
H: -5.9201 -6.8761 -2.6963
H: -5.7385 -4.0421 -5.3065
C: 0.1054 0.6861 3.1517
H: -3.1137 -5.7219 -3.3907
N: 0.4497 -0.2732 1.9811
C: -6.4333 -3.0597 4.7236
H: 2.3587 -0.9435 -4.9921
N: -3.7617 1.6057 -2.2123
H: -5.9064 -3.0744 5.6776
H: -1.0470 0.1187 -4.5158
H: -0.9386 0.9916 3.0819
H: 3.7866 4.2381 -0.0915
H: -5.0686 -0.7940 -2.4475
C: -6.8217 1.1924 2.1119
H: 0.7622 4.8561 4.7962
H: -8.2590 -6.5435 -6.8309
H: -0.1096 6.4331 1.7821
H: -5.5780 -5.5246 -0.3738
H: -1.7575 -2.4331 -3.4942
H: -0.8617 4.3814 10.8979
H: 1.4708 1.1000 0.8260
H: -0.4375 -0.5862 4.6053
C: -6.7879 -6.0065 -5.4099
H: 0.0825 -1.1529 -4.5622
C: 0.4150 3.1354 9.6391
H: -1.4373 5.0524 0.4221
C: 1.5602 4.4221 5.3986
H: 6.9306 -0.1737 -0.3436
H: 2.4893 6.2848 0.8590
H: -3.8201 -2.0160 0.9575
H: -5.9806 -0.6039 -0.9020
H: 4.7894 -1.5328 -1.0686
N: 2.1221 3.9415 7.7256
H: -7.7227 1.5310 4.6607
H: -0.8465 1.5385 11.7394
H: 4.9844 -2.5536 1.4365
C: 2.8406 3.7686 -0.3611
H: 7.2243 -1.2208 -4.6259
N: -6.8925 0.2864 3.2354
C: 5.8309 -1.2366 -2.8506
H: -6.7954 -5.5297 -2.1661
H: 4.0903 1.2374 -2.3373
H: -8.7409 -4.2941 -7.7292
H: -1.7521 2.9608 12.4381
C: 5.5544 -1.6282 1.5191
H: 0.6755 1.5790 2.8950
H: 0.6737 2.0788 9.5698
C: -2.8268 -2.3081 1.2982
H: -2.3064 3.3281 -5.8283
H: 7.5022 -0.2457 3.9113
C: -1.8733 -1.7164 -2.6812
H: -0.4290 -2.0227 2.7295
H: 3.2735 2.8286 6.3870
C: 6.9899 -1.2448 -0.5369
C: 3.2098 2.8664 7.4745
H: -0.1262 -2.0017 1.0131
H: 2.5453 3.8290 9.8400
H: 7.9508 -5.8172 0.3015
C: 1.1577 1.8272 -7.8746
H: -0.3860 3.2817 8.9145
H: 0.0955 2.2187 -5.9612
H: -6.0825 -6.5780 -6.0130
C: -7.7837 -4.3635 -7.2124
H: -1.5128 -6.2424 -5.5119
C: 7.0501 -0.4368 2.9381
C: 2.7519 2.1800 -5.2929
H: 6.3648 -3.7044 0.3867
C: -0.6555 -0.8108 -2.6379
C: 2.2036 5.9750 -1.6056
C: -8.0656 -5.6117 -6.2995
H: -1.9570 -2.2567 -1.7383
H: 2.9953 2.3896 -4.2513
H: -5.5700 -3.0397 -2.7379
H: 4.1159 3.2717 7.9249
H: -7.6028 -3.4444 -6.6549
H: -4.1229 -6.3546 -1.0742
C: 0.9836 3.8599 6.6638
H: 4.6629 1.5960 -0.6625
H: 7.9637 -1.2692 -1.0260
H: 2.2304 2.8931 -2.1731
H: -2.4642 -0.4105 2.4025
C: 0.9870 0.8505 -3.9130
H: 1.9357 -1.9184 2.2754
H: 0.4515 2.3523 -9.8129
H: 8.5071 -1.9069 2.5202
H: -4.9008 1.0972 -3.9398
H: -4.1357 -6.8518 -4.2690
H: -7.0273 -4.2072 -4.2016
H: 2.9771 6.6435 -1.2277
H: 4.8775 2.0951 -5.7649
H: -6.2811 0.4842 -2.1561
C: 0.2766 6.3083 0.7705
H: -2.3886 2.5759 -1.0057
H: -0.8656 0.0448 -1.9962
H: 8.6994 -0.6120 1.4006
H: 1.6814 0.4537 -3.1724
C: 0.6682 0.3987 0.5976
C: 1.6503 4.0321 9.2519
H: 9.5360 -3.2140 0.2101
C: 3.8164 1.6069 -1.3491
H: -3.9274 0.4802 -0.3701
H: 0.2652 3.3450 -0.4104
H: 2.1460 6.1337 7.8617
H: 5.8005 -2.0800 3.6263
H: 3.7780 1.9976 -7.0570
C: -4.8987 -5.6034 -1.2226
C: 1.7550 -0.8964 2.6085
C: 5.7591 -1.2184 2.9600
H: -2.3235 -2.9376 0.5644
H: -8.9256 -5.3580 -5.6796
H: 4.8099 0.6434 8.6388
C: -4.7428 -3.7336 -2.8872
H: 1.5682 2.8360 -7.9191
H: 5.7540 -0.1501 -2.8087
H: -7.0327 -4.5938 -7.9680
C: 0.3282 4.3387 -0.8538
C: -2.9469 2.4600 -5.6728
H: -5.8863 1.0997 1.5601
H: 1.6426 4.8895 1.5612
C: -5.4671 -0.0915 -1.7155
H: 4.3173 -0.2609 -4.9883
H: 1.8449 1.0820 -8.2755
H: -7.3852 -3.5748 4.8529
C: -1.2687 2.5277 11.5624
N: -5.1772 -5.0672 -3.5705
H: 8.5220 -3.5712 -1.0374
H: 3.7677 -0.6051 8.3344
C: 5.7855 -1.7558 -1.4508
C: 8.6151 -3.7687 0.0305
H: -1.3398 3.4191 -3.5495
H: -7.8299 -1.0590 6.1203
C: 1.6286 5.6240 0.7559
N: 1.7570 4.9202 -0.5610
H: 0.5822 0.8461 5.1439
H: 2.4357 3.1379 0.4302
H: 1.3536 6.6234 -1.8180
C: -7.3205 0.5390 4.5174
C: -4.5296 0.9631 -1.1397
Br: 2.3601 -3.1844 -0.4065
C: -7.9721 1.0339 1.1039
C: -2.1765 2.7776 -3.3153
C: -0.5554 -1.4209 1.8295
C: 7.1821 -1.5386 -3.5841
H: 0.9492 -0.4468 -0.0303
C: -5.7751 -5.8394 -2.3925
H: 2.1861 6.5408 5.5385
H: 0.6947 2.8097 6.6228
H: 7.9244 -1.0452 -2.9567
H: 0.3747 7.2698 0.2666
H: -5.9803 -3.3457 3.7743

=====

Result set for energy: -107262.3381, -12666.4227, -232086.9877 eV, one per record in the order listed.